Entry 1:
{
  "formula": "C19H56N3O14",
  "method": "ωB97M-V with the def2-TZVPD basis set",
  "species": ["O", "C", "O", "O", "H", "C", "O", "C", "C", "N", "C", "C", "O", "C", "H", "H", "H", "H", "H", "H", "H", "H", "H", "H", "H", "H", "H", "H", "H", "C", "O", "C", "C", "N", "C", "C", "O", "C", "H", "H", "H", "H", "H", "H", "H", "H", "H", "H", "H", "H", "H", "H", "H", "C", "O", "C", "C", "N", "C", "C", "O", "C", "H", "H", "H", "H", "H", "H", "H", "H", "H", "H", "H", "H", "H", "H", "H", "O", "H", "H", "O", "H", "H", "O", "H", "H", "O", "H", "H", "O", "H", "H"],
  "positions_angstrom": [[0.0097, -0.5966, -0.9577], [0.9532, -1.4648, -1.4714], [0.8114, -2.6742, -1.1416], [1.8456, -1.0457, -2.2385], [-0.3824, -1.2319, -0.2946], [-7.0565, -2.6467, -0.0402], [-6.0141, -3.5845, -0.1076], [-6.0633, -4.3677, -1.2841], [-5.5912, -3.6296, -2.5149], [-4.2603, -3.0455, -2.3294], [-3.9568, -2.0829, -3.3772], [-2.6624, -1.3355, -3.0269], [-2.9145, -0.6284, -1.8171], [-3.4167, 0.6683, -2.0044], [-7.1193, -1.9367, -0.8774], [-6.8466, -1.9904, 0.8037], [-8.0241, -3.1535, 0.0118], [-7.1164, -4.6236, -1.5003], [-5.6001, -5.3434, -1.1540], [-6.3047, -2.8663, -2.8598], [-5.5136, -4.3808, -3.3106], [-4.3254, -2.5554, -1.4400], [-4.7388, -1.3071, -3.4441], [-3.9712, -2.6072, -4.3337], [-2.3137, -0.6926, -3.8377], [-1.7835, -1.9610, -2.8579], [-4.0889, 0.7244, -2.8738], [-2.6408, 1.4024, -2.2382], [-4.0518, 0.9661, -1.1714], [2.7336, 3.6082, 4.3963], [2.2317, 2.2964, 4.2559], [1.3615, 1.8497, 5.2683], [0.3700, 0.8692, 4.6742], [0.9655, -0.2931, 4.0175], [-0.0626, -1.2390, 3.5990], [0.4326, -2.2429, 2.5720], [1.6031, -2.9515, 2.9622], [1.4162, -3.6646, 4.1769], [3.1595, 3.8849, 3.4335], [3.5674, 3.6610, 5.1011], [1.8867, 4.2562, 4.6300], [0.7606, 2.6877, 5.6462], [1.9746, 1.4359, 6.0753], [-0.1373, 1.4976, 3.9152], [-0.4653, 0.6110, 5.3272], [1.4314, 0.1029, 3.2020], [-0.9131, -0.6871, 3.1676], [-0.4195, -1.7830, 4.4779], [0.6277, -1.8088, 1.5947], [-0.3554, -2.9898, 2.4137], [2.3155, -4.2372, 4.3870], [0.5337, -4.2999, 4.0724], [1.3066, -2.9281, 4.9767], [2.6404, 0.9443, 1.1335], [3.3003, 1.6992, 0.1290], [3.7605, 2.9207, 0.6301], [4.5696, 3.6766, -0.4248], [3.7207, 4.1180, -1.5355], [4.5391, 4.7495, -2.5463], [3.6690, 5.4198, -3.6112], [3.0511, 6.5414, -2.9855], [2.4104, 7.3401, -3.9761], [2.4455, -0.0604, 0.7655], [1.7037, 1.4584, 1.3647], [3.3135, 0.8359, 1.9912], [4.5131, 2.6692, 1.4001], [2.9899, 3.5196, 1.1286], [5.4736, 3.1563, -0.7319], [4.9527, 4.5748, 0.0965], [2.9937, 4.7219, -1.1843], [5.3208, 4.1567, -3.0167], [5.0444, 5.6486, -2.1407], [2.9585, 4.7019, -4.0298], [4.3322, 5.7414, -4.4230], [3.1452, 8.0042, -4.4509], [1.6447, 7.9347, -3.4897], [2.0734, 6.7216, -4.8102], [1.7844, -5.2763, 1.4102], [2.1527, -5.7432, 2.1676], [1.8497, -4.3276, 1.6524], [-2.1470, -1.7276, 0.5725], [-2.4965, -1.3688, -0.2755], [-2.4614, -1.1159, 1.2465], [-0.1791, 0.8353, -3.6024], [-0.9590, 1.0077, -4.1408], [-0.5234, 0.6183, -2.7184], [3.1744, -3.8584, -2.4901], [3.9991, -3.8579, -2.9879], [2.9511, -2.9167, -2.3530], [-1.5819, -4.6746, 0.2818], [-1.6434, -4.7045, 1.2396], [-1.6731, -3.7296, 0.0607]],
  "forces_ev_per_a": [[-0.45, -0.28, 1.17], [2.02, -2.15, -1.61], [-0.72, 0.85, 0.73], [-0.60, 0.72, 0.61], [-0.13, 1.06, -0.83], [0.10, 0.54, -0.12], [0.28, -0.13, -0.13], [-1.37, 0.05, -0.46], [1.15, -0.28, -0.50], [-0.82, 0.03, 0.23], [0.31, 0.17, 0.48], [0.14, -0.72, -0.50], [-0.03, 0.39, -0.03], [-0.67, 0.34, -0.89], [0.26, -0.35, -0.34], [-0.27, -0.37, 0.35], [-0.10, 0.08, 0.32], [-0.05, 0.01, 0.17], [0.67, 0.38, 0.36], [-0.22, -0.04, 0.16], [-0.18, 0.10, -0.09], [0.42, -0.02, -0.02], [-0.17, -0.01, -0.11], [0.46, 0.08, -0.08], [-0.40, 0.38, 0.06], [-0.32, -0.40, 0.29], [-0.01, -0.29, 0.00], [0.22, -0.03, 0.49], [0.41, 0.01, 0.33], [-0.14, -0.59, -0.38], [0.06, -0.14, -0.59], [0.08, -0.10, 0.45], [-0.25, 0.57, -1.15], [0.00, 0.46, 0.45], [0.28, 0.28, -0.20], [-0.19, -0.59, 0.05], [0.24, 0.26, 0.19], [0.07, 0.87, -0.41], [-0.16, 0.05, -0.11], [-0.26, 0.11, 0.44], [0.30, 0.42, 0.25], [0.14, 0.07, 0.18], [-0.21, -0.14, 0.19], [-0.10, -0.13, -0.12], [0.47, -0.30, 0.53], [0.12, -0.49, 0.08], [-0.16, -0.27, -0.10], [-0.11, 0.19, 0.05], [0.23, 0.12, 0.01], [-0.17, 0.12, -0.09], [-0.01, -0.17, -0.20], [0.00, -0.20, 0.29], [-0.17, -0.25, 0.25], [0.47, 0.11, -0.53], [-0.33, -0.01, -0.18], [1.72, -0.96, -0.03], [-1.44, 1.13, 0.74], [1.51, -1.36, -0.31], [-0.96, 2.12, -0.19], [0.86, -0.56, 0.45], [-0.47, -0.22, -0.89], [0.95, -0.09, 0.03], [-0.12, 0.12, -0.38], [-0.09, -0.17, 0.45], [-0.26, 0.20, 0.33], [-0.17, 0.26, 0.36], [-0.27, 0.15, -0.34], [-0.36, -0.49, -0.37], [0.15, -0.01, 0.12], [0.02, 0.26, -0.17], [-0.33, -0.67, 0.25], [0.43, -0.25, 0.23], [-0.35, 0.17, 0.10], [-0.05, 0.22, -0.07], [0.04, 0.21, 0.22], [-0.24, -0.09, -0.17], [-0.68, -0.05, 0.24], [0.07, 0.21, 0.28], [0.02, 0.09, -0.07], [-0.05, -0.60, -0.26], [-0.36, 0.19, -0.10], [0.28, -0.05, 0.30], [0.04, -0.08, -0.03], [-0.50, 0.25, -0.02], [0.07, 0.04, 0.05], [0.54, -0.21, -0.07], [0.42, 0.07, -0.15], [-0.10, 0.13, 0.05], [-0.43, -0.14, 0.01], [-0.36, 0.22, -0.13], [0.07, 0.05, -0.01], [0.27, -0.48, 0.14]],
  "mulliken_charge": [-0.294, 0.992, -0.707, -0.855, 0.089, -0.772, -0.307, -0.570, -0.725, -0.158, -0.785, -0.421, -0.272, -0.963, 0.299, 0.262, 0.327, 0.345, 0.365, 0.346, 0.378, 0.199, 0.298, 0.439, 0.427, 0.232, 0.330, 0.268, 0.275, -0.604, -0.185, -0.683, -0.689, -0.088, -0.806, 0.392, -0.458, -0.840, 0.060, 0.261, 0.358, 0.431, 0.304, 0.308, 0.522, -0.008, 0.434, 0.475, -0.180, -0.007, 0.295, 0.312, 0.295, -0.828, -0.297, -0.379, -1.021, -0.205, -0.641, -0.559, -0.323, -0.745, 0.222, 0.355, 0.461, 0.325, 0.290, 0.415, 0.390, 0.230, 0.386, 0.289, 0.392, 0.392, 0.269, 0.237, 0.327, -0.636, 0.253, 0.448, -0.374, 0.345, 0.162, -0.627, 0.297, 0.268, -0.605, 0.231, 0.344, -0.657, 0.270, 0.359],
  "total_charge": -1,
  "e_above_lowest_kj_mol": 141.8,
  "energy_ha": -1975.0441,
  "homo_lumo_gap_ev": 6.4,
  "lumo_energy_ev": 2.287
}


Entry 2:
{
  "formula": "C19H56NO19S",
  "method": "ωB97M-V with the def2-TZVPD basis set",
  "species": ["C", "N", "C", "C", "C", "C", "O", "H", "H", "H", "H", "H", "H", "H", "H", "H", "H", "H", "H", "H", "H", "S", "O", "O", "O", "O", "C", "C", "O", "O", "H", "H", "H", "H", "H", "H", "C", "C", "O", "O", "H", "H", "H", "H", "H", "H", "C", "C", "O", "O", "H", "H", "H", "H", "H", "H", "C", "C", "O", "O", "H", "H", "H", "H", "H", "H", "C", "C", "O", "O", "H", "H", "H", "H", "H", "H", "C", "C", "O", "O", "H", "H", "H", "H", "H", "H", "C", "C", "O", "O", "H", "H", "H", "H", "H", "H"],
  "positions_angstrom": [[-31.9043, 50.6628, 32.1730], [-30.4109, 50.5658, 32.1879], [-30.0896, 50.0397, 30.9043], [-29.9257, 51.9781, 32.5336], [-30.2065, 49.7073, 33.3728], [-28.7249, 49.4920, 33.5699], [-28.5134, 48.6298, 34.7533], [-32.3535, 49.8044, 32.0978], [-31.9602, 51.0948, 31.2626], [-32.3236, 51.1052, 33.0754], [-30.5263, 50.6783, 30.0743], [-30.4815, 49.1234, 31.0836], [-28.9752, 49.8937, 30.9057], [-28.8155, 51.9337, 32.6720], [-30.0544, 52.1363, 33.5738], [-30.3122, 52.6803, 31.6467], [-30.5609, 48.7210, 33.2551], [-30.5221, 50.1894, 34.2632], [-28.2072, 50.3843, 33.4596], [-27.9640, 49.0584, 32.8766], [-28.7764, 49.0943, 35.5981], [-29.0227, 51.8831, 36.7047], [-28.1339, 52.2282, 37.7545], [-29.0084, 50.4543, 36.5918], [-30.3419, 52.1657, 37.1023], [-28.6449, 52.4745, 35.4486], [-25.6884, 48.7619, 39.4137], [-25.6322, 49.7251, 38.2801], [-26.5820, 49.3172, 37.3119], [-24.6375, 49.1337, 40.2689], [-25.5364, 47.8192, 38.8318], [-26.5079, 48.7532, 39.8591], [-24.6798, 49.8580, 37.6402], [-26.1853, 50.7275, 38.4593], [-27.3165, 49.8922, 37.2532], [-25.0343, 49.4793, 41.1184], [-28.6829, 53.9445, 40.4308], [-27.6255, 53.1359, 41.0238], [-27.5897, 51.9978, 40.2249], [-28.2947, 54.3784, 39.1667], [-28.9035, 54.5349, 40.9930], [-29.7168, 53.6484, 40.3127], [-28.0844, 52.7920, 42.0328], [-26.7514, 53.8547, 41.1063], [-27.8224, 52.1659, 39.3567], [-28.1103, 53.5746, 38.7664], [-30.2119, 47.8888, 38.3216], [-30.2240, 48.9007, 39.5407], [-31.5022, 49.2073, 40.0326], [-30.7182, 48.6576, 37.2705], [-30.8469, 46.8652, 38.7505], [-29.0643, 47.5667, 38.1376], [-29.6962, 49.8091, 39.3952], [-29.7143, 48.3275, 40.2844], [-31.5360, 49.9346, 39.4855], [-30.0420, 49.3243, 37.0516], [-29.9104, 56.4189, 37.2208], [-31.0917, 55.6382, 37.6851], [-31.8271, 54.9037, 36.8124], [-29.1160, 56.7382, 38.4214], [-30.2495, 57.3225, 36.8054], [-29.3535, 55.7790, 36.6459], [-31.8033, 56.2526, 38.0760], [-30.7871, 54.9061, 38.6299], [-31.3171, 54.1675, 36.8928], [-28.9026, 55.7396, 38.5579], [-25.3434, 52.4440, 35.3352], [-25.6430, 53.5443, 36.3529], [-25.5724, 52.9821, 37.6731], [-26.3168, 52.6236, 34.2929], [-25.5171, 51.4531, 35.6129], [-24.4044, 52.4709, 34.8890], [-26.7788, 53.9223, 36.1916], [-24.7801, 54.3325, 36.2400], [-26.4145, 52.4872, 37.6731], [-27.2701, 52.5945, 34.7214], [-28.4150, 56.7209, 32.7685], [-28.3519, 55.4205, 33.6446], [-29.7000, 55.0826, 33.9313], [-27.1850, 57.1075, 32.3456], [-28.9034, 57.6523, 33.2699], [-28.9683, 56.5397, 31.9839], [-27.7625, 55.7134, 34.2693], [-27.9935, 54.6431, 33.0109], [-29.6056, 54.1607, 34.3978], [-26.7772, 57.1309, 33.1672], [-33.1719, 52.1905, 38.7212], [-33.4021, 51.2935, 37.4216], [-32.7359, 51.9191, 36.3900], [-31.8576, 52.1575, 39.2819], [-33.9168, 51.7922, 39.4774], [-33.3786, 53.3435, 38.6343], [-34.3045, 51.2490, 37.2504], [-32.8182, 50.2612, 37.7357], [-31.7049, 51.8939, 36.5905], [-31.1727, 52.3729, 38.7089]],
  "forces_ev_per_a": [[2.12, 3.55, 2.08], [-2.68, 2.56, 3.55], [3.33, 1.72, -0.71], [1.51, -0.19, -2.86], [3.88, -1.11, -0.84], [1.92, -2.80, 1.84], [-0.58, 1.47, -1.10], [-1.87, -5.39, -0.41], [-1.91, 2.47, -2.43], [0.32, 0.77, -0.30], [0.77, -1.06, 1.01], [-1.37, -3.32, -1.24], [-1.00, 0.42, -0.71], [-0.56, 0.22, -1.42], [-1.71, 0.78, 0.83], [0.92, -1.23, 2.64], [-1.41, -0.87, -0.34], [-0.83, 0.47, 0.64], [0.82, 2.56, 1.82], [-1.78, -1.16, -0.71], [0.53, -0.01, -1.35], [0.46, -1.79, -0.77], [2.62, 1.17, 1.67], [0.98, -3.37, -0.95], [-3.90, 2.82, 0.92], [-0.33, 1.51, -1.99], [7.87, 0.09, -5.25], [-2.40, 3.58, -2.38], [0.65, -2.86, -1.30], [0.14, -0.06, 2.57], [0.22, -0.08, 1.24], [-7.47, -0.01, 3.69], [-0.88, -0.24, 2.01], [2.51, -1.04, 1.15], [-1.17, 0.88, -0.01], [0.71, -0.58, -1.58], [1.75, -9.32, -9.64], [-2.04, -0.88, 1.44], [2.65, -2.05, 3.50], [0.21, 2.95, 1.05], [-3.20, 13.87, 10.96], [-0.35, -2.29, -0.03], [1.44, 0.62, -1.11], [-0.30, -1.47, -0.06], [-0.63, 0.14, -2.49], [0.57, -1.67, -2.50], [1.15, -0.20, 2.43], [0.76, -3.87, 0.51], [0.49, -2.13, 0.77], [-1.06, -1.60, -0.98], [1.42, 3.00, -1.93], [-2.47, 0.46, 0.32], [0.85, 0.78, -0.70], [0.65, -0.16, 1.09], [-2.16, 3.46, -1.31], [-0.15, 0.16, 0.22], [-0.23, 0.66, 3.24], [0.84, -1.34, 3.81], [-1.67, 1.51, -1.88], [-0.64, -2.31, -1.48], [-0.02, 1.09, -1.13], [1.58, -1.03, -2.26], [-1.55, 2.40, 1.75], [-0.34, 1.77, -2.12], [1.34, -4.52, -1.03], [0.54, 2.26, 1.03], [-3.29, 1.41, -1.07], [0.36, 0.49, 0.77], [-0.12, 0.63, -0.68], [-1.72, 0.15, -0.71], [0.03, -1.58, 1.71], [1.80, 0.43, -0.72], [2.92, -0.29, 0.09], [-2.11, -0.91, 0.41], [0.52, 0.11, 0.54], [2.63, -0.08, -0.75], [-0.88, 1.18, 4.11], [-7.34, -0.54, -9.05], [0.63, -2.67, 2.15], [1.06, 0.10, -2.09], [0.34, -1.81, -0.05], [-3.07, -1.01, -4.26], [6.37, 2.06, 8.60], [1.09, -0.50, -0.37], [-0.58, 2.49, -0.82], [2.50, 0.55, 1.94], [-1.13, 1.14, 0.34], [11.91, 0.43, 4.86], [2.09, -0.25, -1.53], [-2.53, -1.66, 2.49], [1.13, 0.41, -0.32], [-0.23, -2.16, -0.64], [-9.25, -1.00, -1.82], [-1.95, 1.94, -0.91], [-2.57, 0.09, -0.48], [1.55, 0.66, -2.21]],
  "mulliken_charge": [-1.278, 0.166, -0.701, -0.458, -0.060, -0.222, -0.549, 0.557, 0.678, 0.249, 0.297, 0.398, 0.296, 0.369, -0.087, 0.279, 0.484, 0.042, 0.058, 0.199, 0.409, -0.043, -1.428, -0.289, 1.483, 0.664, -0.505, 0.564, -0.492, -0.604, 0.271, 0.248, 0.214, -0.198, 0.186, 0.349, -1.634, -0.356, -0.595, -0.602, 1.716, 0.144, 0.292, 0.234, 0.370, 0.672, -0.202, 0.157, -0.678, -0.540, 0.221, 0.175, -0.290, 0.536, 0.047, 0.194, -0.423, 0.098, -0.507, -0.668, 0.421, 0.050, 0.564, -0.172, -0.193, 0.565, -0.419, 0.524, -0.554, -0.754, 0.114, 0.490, -0.338, 0.304, -0.242, -0.090, -0.979, 0.070, -0.571, -0.539, 0.237, 0.489, 0.389, 0.258, 0.066, 0.351, -0.354, -0.663, -0.739, -0.724, 0.327, 0.215, 0.862, 0.030, 0.196, -0.098],
  "total_charge": -1,
  "e_above_lowest_kj_mol": 315.4,
  "energy_ha": -2639.4822,
  "homo_lumo_gap_ev": 7.7,
  "lumo_energy_ev": 1.446
}


Which formula does entry 1 have?
C19H56N3O14